C20H14Cl5MoN2O2 as an isolated structure, computed with ωB97M-V/def2-TZVPD.

Geometry as XYZ:
```
44
Properties=species:S:1:pos:R:3
Mo -0.5887 -1.0069 0.3558
Cl -0.6205 0.1494 -3.1432
C -1.5296 -1.2539 -2.7248
C -1.3718 -1.8007 -1.4540
C -2.1096 -2.9389 -1.1666
Cl -1.8536 -3.5856 0.4403
C -3.0128 -3.5343 -2.0235
Cl -3.9041 -4.9169 -1.5701
C -3.1562 -2.9527 -3.2909
Cl -4.2497 -3.6333 -4.4083
C -2.4099 -1.8200 -3.6463
Cl -2.5902 -1.1296 -5.2002
N 0.7369 -1.8179 1.8678
C 0.1197 -1.6689 3.2229
C -1.0363 -0.6691 3.1406
O -1.3638 0.0263 4.0486
O -1.6412 -0.7116 1.9433
H 0.9727 -2.7908 1.6854
H 1.6150 -1.2992 1.8222
H 0.8478 -1.3530 3.9643
H -0.3052 -2.6222 3.5366
C -1.3887 4.3744 -0.4912
C -0.2207 4.0220 -1.1580
C 0.3595 2.7859 -0.9405
C -0.2301 1.8984 -0.0438
C -1.3928 2.2459 0.6333
C -1.9686 3.4879 0.4010
N 0.3590 0.6039 0.1418
C 1.7828 0.5368 0.2871
C 2.4149 1.2768 1.2862
C 3.7742 1.1125 1.4907
C 4.5026 0.2186 0.7093
C 3.8724 -0.5036 -0.2915
C 2.5090 -0.3401 -0.5130
H -1.8398 5.3419 -0.6638
H 0.2363 4.7129 -1.8536
H 1.2663 2.5011 -1.4598
H -1.8373 1.5707 1.3533
H -2.8688 3.7619 0.9342
H 1.8364 1.9693 1.8858
H 4.2719 1.6832 2.2634
H 5.5648 0.1005 0.8745
H 4.4403 -1.1796 -0.9165
H 2.0079 -0.8514 -1.3290
```

Output
- spin multiplicity = 3
- net charge = +1
- frontier orbital gap (alpha / beta) (eV) = 7.23 / 7.29



C21H32BNO4 in the gas phase, computed with ωB97M-V/def2-TZVPD.

Geometry as XYZ:
```
59
Properties=species:S:1:pos:R:3
C -5.7720 6.2567 -2.7661
C -5.0840 5.2963 -1.7755
C -4.3391 4.1588 -2.4721
C -3.7043 3.1678 -1.4963
C -3.0992 1.9471 -2.2146
C -3.9684 0.6972 -2.0816
C -3.4654 -0.4948 -2.9174
C -2.9115 -1.6987 -2.1313
C -2.2320 -1.3644 -0.8009
C -1.3728 -2.5172 -0.2597
C -0.0644 -2.0539 0.3968
C 0.9401 -3.1988 0.5553
C 1.9081 -3.0169 1.7275
N 3.1397 -2.2989 1.3667
C 4.2216 -3.0581 0.8595
O 4.1376 -3.8801 -0.0111
C 5.4458 -2.6128 1.5694
C 6.7352 -3.1049 1.4914
C 7.6896 -2.5046 2.3044
C 7.3502 -1.4404 3.1456
C 6.0528 -0.9225 3.2020
B 5.6392 0.2875 4.1214
O 5.9176 0.2136 5.4804
O 5.0923 1.4029 3.5424
C 5.1141 -1.5565 2.4009
C 3.6450 -1.3381 2.2803
O 2.9573 -0.5115 2.8193
H -5.6297 5.9205 -3.7942
H -5.3793 7.2678 -2.6766
H -6.8469 6.2937 -2.5901
H -4.3580 5.8523 -1.1767
H -5.8203 4.8636 -1.0957
H -5.0571 3.6168 -3.1004
H -3.5754 4.5705 -3.1381
H -2.9407 3.6964 -0.9223
H -4.4920 2.8242 -0.8202
H -3.0330 2.1795 -3.2831
H -2.0788 1.7527 -1.8767
H -4.9625 0.9773 -2.4470
H -4.0985 0.4353 -1.0316
H -4.2963 -0.8532 -3.5292
H -2.7031 -0.1534 -3.6209
H -2.1532 -2.1843 -2.7534
H -3.6827 -2.4565 -1.9702
H -1.6008 -0.4815 -0.9400
H -2.9834 -1.1113 -0.0514
H -1.9347 -3.0586 0.5057
H -1.1290 -3.2206 -1.0600
H 0.3740 -1.2590 -0.2120
H -0.2996 -1.6208 1.3729
H 0.4110 -4.1443 0.6917
H 1.5309 -3.2732 -0.3575
H 2.1636 -3.9783 2.1797
H 1.4225 -2.4192 2.4997
H 6.9735 -3.9365 0.8429
H 8.7094 -2.8649 2.2908
H 8.1185 -0.9930 3.7648
H 5.1238 0.2390 6.0237
H 4.2545 1.6644 3.9388
```

Output
- structure (SMILES) = CCCCCCCCCCCCCN1C(=O)c2cccc(B(O)O)c2C1=O
- net charge = 0
- frontier orbital gap (eV) = 9.55



C6H6 in the gas phase, computed with ωB97M-V/def2-TZVPD.

Geometry as XYZ:
```
12
Properties=species:S:1:pos:R:3
C -2.8294 -1.2811 0.1577
C -1.6632 -1.0706 0.3689
C -0.2495 -0.7981 0.6483
C 0.1221 0.6451 0.3801
C 1.2398 0.9769 -0.2047
C 2.2376 1.2733 -0.9897
H -3.8627 -1.4771 -0.0255
H 0.3840 -1.4504 0.0364
H -0.0417 -1.0460 1.6965
H 1.9949 1.3160 -2.0464
H -0.5867 1.4223 0.6562
H 3.2549 1.4897 -0.6777
```

Output
- structure (SMILES) = C#CCC=C=C
- net charge = 0
- frontier orbital gap (eV) = 10.62



C7H29B2ClCrN7O18 as an isolated structure, computed with ωB97M-V/def2-TZVPD.

Geometry as XYZ:
```
65
Properties=species:S:1:pos:R:3
Cr 4.2185 18.1006 -41.9996
Cl 6.1925 14.9540 -41.4865
O 6.5579 14.9442 -40.1300
O 5.0494 15.8036 -41.6651
O 7.2783 15.4078 -42.2238
O 5.9078 13.6132 -41.9561
B 2.5235 17.9211 -43.4911
H 2.8978 17.1187 -42.8745
H 1.4463 17.9040 -43.4311
H 2.9650 18.8467 -43.1555
H 2.7865 17.7087 -44.5157
B 2.7623 18.4973 -40.3011
H 2.0353 18.8343 -41.0237
H 2.3783 18.5977 -39.2977
H 2.9533 17.4504 -40.4791
H 3.6347 19.1086 -40.4729
C 6.6325 11.3656 -39.3445
N 7.6456 12.1236 -38.5488
O 7.2113 12.5506 -37.4526
O 8.8070 12.2621 -38.9713
H 6.6096 11.5008 -40.4258
H 5.6538 11.6478 -38.9564
H 6.8480 10.3808 -38.9301
C 3.1516 14.0808 -39.0063
N 2.2658 15.2205 -38.7787
O 1.1086 15.1757 -39.0565
O 2.7735 16.1501 -38.1946
H 3.7476 13.9361 -38.1052
H 3.7088 14.2084 -39.9344
H 2.6160 13.1522 -39.2032
C 9.9752 17.4431 -41.7054
N 9.9535 18.8939 -41.9514
O 10.8301 19.6107 -41.5489
O 9.0060 19.2697 -42.5930
H 8.9694 17.0898 -41.4779
H 10.6234 17.2325 -40.8548
H 10.3647 17.0320 -42.6367
C 9.6708 13.3648 -42.0710
N 9.8797 11.9169 -42.0554
O 8.8272 11.3361 -42.3426
O 11.0050 11.4212 -41.8732
H 10.6417 13.8560 -42.1349
H 9.1073 13.6066 -41.1698
H 9.0055 13.6421 -42.8886
C 9.3913 15.1831 -37.3211
N 10.5974 15.0498 -38.1637
O 10.5232 14.4145 -39.1922
O 11.6407 15.4860 -37.6836
H 8.5871 14.7738 -37.9325
H 9.1469 16.2338 -37.1648
H 9.4180 14.5872 -36.4088
C 7.0965 13.3554 -45.6456
N 8.4768 12.9073 -45.8728
O 8.6896 12.1469 -46.8192
O 9.3798 13.2876 -45.1307
H 6.8730 13.1462 -44.5995
H 6.4475 12.7349 -46.2636
H 7.1993 14.4167 -45.8718
C 5.9043 18.2400 -38.5017
N 6.5257 18.7794 -39.7340
O 7.5656 19.3927 -39.6434
O 6.0319 18.5111 -40.8330
H 6.5943 18.4041 -37.6740
H 5.7013 17.1756 -38.6197
H 4.9514 18.7010 -38.2415
```

Output
- spin multiplicity = 6
- net charge = -2
- frontier orbital gap (alpha / beta) (eV) = 3.36 / 7.21



Number 1: strongest force on any atom 0.0112 hartree/bohr. Number 2: strongest force on any atom 0.0195 hartree/bohr. Number 3: strongest force on any atom 0.0099 hartree/bohr. Number 4: strongest force on any atom 0.1209 hartree/bohr.